# 1
Formula: C26H28IrN7O4S3
Source: the Open Molecules 2025 dataset
Level of theory: ωB97M-V with the def2-TZVPD basis set

XYZ file:
```
69
Properties=species:S:1:pos:R:3:forces:R:3:lowdin_spin:R:1
Ir -0.07529 0.62933 0.21310 -0.2250 -0.3956 -0.0928 0.15
C -1.40291 2.99552 1.71611 0.0116 -0.0087 0.0351 0.01
N -0.92397 1.59012 1.92962 -0.0255 0.0506 0.0066 0.01
C -2.11466 0.78109 2.34038 -0.0503 0.0697 -0.0645 0.00
C -2.01852 -0.64242 1.85414 0.0700 -0.0488 0.0312 0.00
N -1.81507 -0.65150 0.37227 0.1370 -0.0086 -0.0416 0.00
C -1.56333 -2.05306 -0.05636 0.0289 0.0322 -0.0350 0.00
C -2.98848 -0.10194 -0.33264 0.0240 0.0345 0.0071 0.00
C -4.22193 -0.73301 -0.20737 -0.0295 0.0012 -0.0205 0.00
C -5.33188 -0.23389 -0.86346 0.0230 -0.0352 0.0161 0.00
C -5.20391 0.90441 -1.65171 0.0179 0.0378 -0.0047 0.00
C -3.98088 1.53416 -1.77120 -0.0570 0.0090 -0.0005 0.00
C -2.85100 1.04293 -1.11021 0.0689 -0.0399 0.0312 0.00
S -1.31136 1.87160 -1.30416 -0.0940 0.0196 -0.0225 0.01
C 0.18841 1.68921 2.88621 -0.0285 0.0005 0.0143 0.04
C 0.04069 1.59197 4.25391 0.0181 0.0196 -0.0240 -0.01
C 1.13752 1.82395 5.08081 -0.0096 -0.0009 -0.0004 0.05
C 2.36490 2.18297 4.54777 0.0097 -0.0001 0.0055 -0.01
C 2.51436 2.29361 3.17456 0.0035 0.0037 0.0006 0.04
C 1.43494 2.03003 2.33987 -0.0279 -0.0126 -0.0276 0.03
S 1.64730 1.99356 0.59989 0.2141 0.2532 0.0174 0.54
H -1.83551 3.36154 2.64923 0.0138 -0.0044 0.0083 0.00
H -2.13755 3.00563 0.91800 -0.0066 0.0078 0.0078 0.00
H -0.56281 3.62374 1.43388 -0.0057 -0.0017 -0.0196 0.01
H -2.97468 1.25444 1.86555 0.0118 -0.0075 0.0318 0.00
H -2.27860 0.82511 3.41415 0.0229 -0.0399 0.0186 0.00
H -2.92701 -1.19050 2.11185 -0.0290 0.0386 0.0064 0.00
H -1.16199 -1.15033 2.29354 -0.0512 -0.0061 0.0061 0.00
H -2.39443 -2.69612 0.23157 -0.0229 -0.0069 0.0173 0.00
H -0.64969 -2.40491 0.41999 -0.0022 0.0174 -0.0048 0.00
H -1.45335 -2.07619 -1.13783 -0.0191 -0.0014 0.0126 0.00
H -4.32467 -1.62157 0.40248 0.0070 -0.0154 0.0007 0.00
H -6.28708 -0.73029 -0.76459 -0.0004 0.0032 0.0063 0.00
H -6.06501 1.30410 -2.17037 0.0010 -0.0023 -0.0057 0.00
H -3.88270 2.42410 -2.38005 0.0011 -0.0006 -0.0012 0.00
H -0.90974 1.34468 4.70336 -0.0049 -0.0008 0.0116 0.00
H 1.01949 1.73074 6.15180 -0.0003 -0.0001 0.0006 0.00
H 3.20884 2.36357 5.19885 0.0000 0.0018 0.0012 0.00
H 3.47381 2.53905 2.73832 -0.0003 -0.0030 -0.0014 0.00
C 3.49496 2.74063 -4.61851 -0.0013 -0.0079 -0.0012 0.00
C 3.04299 1.48956 -3.96830 0.0203 0.0046 0.0056 0.00
N 3.46591 0.29805 -4.22761 -0.0062 0.0223 0.0143 0.00
N 2.77043 -0.50099 -3.37113 0.0031 -0.0119 -0.0275 0.00
C 1.91564 0.15859 -2.58822 0.0692 0.0614 0.0466 0.00
S 0.86654 -0.65949 -1.53286 -0.1302 -0.0230 0.0870 0.00
N 2.09348 1.45364 -2.95590 -0.0325 0.0144 -0.0167 0.00
N 1.40875 2.53334 -2.41823 0.1060 0.0364 0.0003 0.00
H 4.19272 2.48562 -5.41104 0.0034 -0.0016 0.0015 0.00
H 4.00127 3.39270 -3.90509 -0.0010 -0.0004 -0.0017 0.00
H 2.65340 3.28546 -5.04713 -0.0006 -0.0019 0.0004 0.00
H 2.92558 -1.49588 -3.36597 -0.0034 0.0037 0.0013 0.00
H 0.66616 2.82906 -3.04209 -0.0208 -0.0290 0.0120 0.00
H 2.05533 3.29062 -2.23651 0.0284 -0.0057 -0.0256 0.00
O 2.95227 -0.21017 1.05466 0.0679 0.0165 -0.0247 0.10
C 2.11317 -0.88104 1.64592 -0.0826 -0.0557 -0.0349 0.00
O 0.82930 -0.74534 1.52428 -0.0314 -0.0047 0.0416 0.02
C 2.54393 -1.94214 2.62074 0.0256 0.0164 0.0008 0.01
C 1.61487 -2.70022 3.32509 -0.0086 -0.0079 0.0026 0.00
C 2.03741 -3.65795 4.23110 -0.0013 0.0049 -0.0028 0.00
C 3.39634 -3.83521 4.41024 0.0038 0.0234 0.0195 0.00
C 4.34349 -3.10005 3.72229 -0.0025 -0.0019 0.0023 0.00
C 3.90530 -2.14544 2.82049 -0.0044 0.0020 -0.0039 0.00
N 3.85449 -4.85404 5.38130 0.0018 -0.0755 -0.0690 0.00
O 5.05033 -5.00220 5.51086 -0.0014 0.0275 0.0245 0.00
O 3.00220 -5.48091 5.97443 0.0005 0.0278 0.0223 0.00
H 0.55857 -2.53883 3.16464 -0.0002 0.0044 -0.0045 0.00
H 1.34105 -4.26140 4.79364 0.0005 0.0009 0.0007 0.00
H 5.39318 -3.28071 3.89853 0.0001 0.0000 0.0007 0.00
H 4.61048 -1.54636 2.26196 0.0030 0.0006 0.0012 0.00
```
Positions in Å, forces in eV/Å.

Calculated values
Charge: +1
Highest occupied orbital energy (spin up / spin down): -0.377 / -0.376 hartree
ΔE to the lowest compared entry with this formula, charge and spin: 0.0 kJ/mol
Spin multiplicity: 2
LUMO energy (spin up / spin down): -2.4547 / -4.8025 eV
Kohn-Sham gap (spin up / spin down): 7.81 / 5.44 eV

=====

# 2
Formula: C29H31Br4Ge2NO6Ta
Source: the Open Molecules 2025 dataset
Level of theory: ωB97M-V with the def2-TZVPD basis set

XYZ file:
```
74
Properties=species:S:1:pos:R:3:forces:R:3:mulliken_charge:R:1
Ta 0.36935 -0.11350 0.54553 -0.9600 0.7924 4.7442 1.96
O 3.56690 -0.93438 3.49523 -0.1867 -0.0360 -0.0812 -0.40
C 2.40642 -0.83872 2.93378 0.4296 -0.1121 0.1379 0.16
O 2.17352 -0.99154 1.73927 -0.0198 -0.1950 -0.9809 -0.55
C 1.26422 -0.54970 3.82289 0.0184 0.0231 0.1508 0.41
C 1.25116 -0.54792 5.20761 -0.0521 0.0251 0.0600 -0.86
C 0.02713 -0.34056 5.83451 0.0035 -0.0347 -0.0125 -0.75
C -1.11613 -0.14807 5.06158 0.0104 0.0054 0.0967 -1.01
C -0.97826 -0.16310 3.68515 -0.0720 0.1198 0.1184 1.23
N 0.18507 -0.35642 3.08820 0.2262 0.1902 -0.4680 -0.16
C -2.01915 -0.03906 2.63920 -0.4732 0.0363 0.0998 0.36
O -3.25562 0.24293 2.87270 0.1044 -0.0874 -0.1366 -0.38
O -1.66101 -0.24334 1.47739 0.3141 0.0801 -0.9669 -0.84
H 4.27772 -1.13437 2.85955 0.0653 -0.0166 -0.0398 0.45
H 2.15885 -0.71521 5.77230 -0.0007 -0.0041 -0.0083 0.60
H -0.04237 -0.35071 6.91456 0.0051 0.0366 -0.0055 0.50
H -2.07439 -0.00522 5.54538 -0.0001 -0.0082 -0.0102 0.36
H -3.47892 0.40050 3.80314 -0.0290 -0.0030 0.0719 0.32
C -2.53136 -2.16028 -0.84307 -0.0518 -0.1996 -0.0361 -0.59
C -1.60996 -3.00013 0.03337 -0.1459 0.4277 0.2716 -0.86
Ge 0.31702 -2.70387 -0.29388 0.1961 -0.2718 -1.4120 0.01
C 1.53656 -3.90490 0.62572 0.2002 0.1634 0.2878 -0.55
C 2.97310 -3.80151 0.11513 -0.0231 -0.1146 0.0455 -1.18
C 0.59094 -2.80214 -2.17560 0.2014 -0.1219 -0.2236 -0.42
C 0.28386 -1.84203 -3.06059 -0.0415 0.1418 0.2166 0.51
Ge 0.04848 0.06524 -2.56517 0.0965 -0.8092 -1.4046 0.10
C 1.72381 1.08014 -2.64794 -0.0827 0.1461 0.4188 0.16
C 2.34477 1.20488 -4.04659 0.0189 0.0094 -0.0037 -1.72
C -1.65865 0.85976 -3.01630 0.0040 0.2633 0.0882 0.08
C -2.23227 0.52295 -4.39921 -0.1002 0.0126 0.0463 -1.44
C 0.07288 -2.08536 -4.49386 -0.0112 -0.1406 -0.1002 0.16
C 0.31832 -1.09808 -5.45318 0.0319 -0.0613 0.0605 0.45
C 0.14764 -1.35261 -6.80264 -0.0366 0.0170 0.0194 -1.16
C -0.29941 -2.60063 -7.21113 -0.0165 -0.0272 -0.0336 -0.48
C -0.57417 -3.59053 -6.27094 -0.0116 0.0162 -0.0335 -0.92
C -0.39626 -3.33660 -4.92617 -0.0048 0.0454 0.0651 -0.66
H -3.57346 -2.40988 -0.63747 0.0016 0.0165 -0.0068 0.45
H -2.35465 -2.34342 -1.90297 0.0200 0.0192 -0.0030 0.28
H -2.42726 -1.08859 -0.65539 0.0111 -0.0027 -0.0302 -0.03
H -1.71465 -4.06797 -0.18101 0.0463 -0.0169 0.0056 0.65
H -1.83034 -2.86502 1.09237 -0.0775 -0.1092 0.0192 0.35
H 1.11423 -4.89422 0.41923 -0.0179 0.0035 0.0280 0.63
H 1.47232 -3.75606 1.70453 0.0236 -0.1018 0.0222 0.38
H 3.03249 -3.97388 -0.95960 -0.0008 0.0265 0.0044 0.35
H 3.59605 -4.55632 0.59545 0.0061 0.0067 -0.0125 0.38
H 3.41113 -2.82441 0.32222 -0.0104 0.0093 -0.0341 0.26
H 0.91541 -3.76679 -2.56731 -0.1166 -0.0041 -0.0597 0.91
H 2.42618 0.58982 -1.97334 0.0975 0.0475 -0.0236 0.27
H 1.50358 2.07358 -2.25307 0.0850 0.0243 0.0207 0.26
H 2.64247 0.24146 -4.45572 0.0011 -0.0032 0.0113 0.47
H 3.24436 1.81438 -3.95633 -0.0102 0.0029 -0.0008 0.45
H 1.68443 1.70528 -4.75474 -0.0002 0.0100 0.0129 0.42
H -1.52878 1.93763 -2.89935 -0.1015 0.0132 0.0389 0.36
H -2.34443 0.52910 -2.23392 -0.0716 0.0935 -0.0060 0.28
H -1.60967 0.90273 -5.20609 0.0185 -0.0119 0.0005 0.35
H -3.20990 0.99690 -4.48927 0.0084 -0.0004 0.0109 0.47
H -2.36797 -0.54739 -4.54380 0.0258 -0.0081 0.0001 0.36
H 0.66898 -0.12019 -5.15007 0.0446 0.0183 -0.0281 0.22
H 0.36637 -0.58706 -7.53498 -0.0240 0.0068 0.0157 0.47
H -0.44437 -2.80234 -8.26425 0.0242 -0.0108 0.0125 0.44
H -0.93352 -4.55814 -6.59420 0.0041 0.0069 -0.0006 0.44
H -0.63046 -4.10338 -4.19847 -0.0158 0.0056 -0.0206 0.46
Br 2.88580 6.27837 0.62014 0.0852 0.1132 0.0447 -0.06
C 1.76830 4.81288 0.40403 -0.1544 -0.0929 -0.0660 0.38
C 0.41854 4.98993 0.03434 0.1791 -0.0837 0.0311 0.31
Br -0.28042 6.69911 -0.17687 -0.0523 0.1175 -0.0433 -0.06
C -0.41635 3.88365 -0.17662 -0.2045 -0.0150 -0.0525 -0.25
Br -2.20802 4.01546 -0.68668 -0.0228 0.0150 -0.0005 -0.05
C 0.12223 2.63324 0.01876 0.2377 -0.2913 -0.0440 -0.24
O -0.52938 1.41421 -0.13214 0.4840 -0.2469 -0.2609 -0.21
C 1.44558 2.46431 0.42050 -0.2943 -0.4317 -0.2140 0.29
O 1.77382 1.12645 0.56956 0.0325 0.4655 -0.4877 0.04
C 2.29183 3.52517 0.60708 0.1068 0.0787 0.0579 -0.30
Br 4.05526 3.17768 1.11373 0.0252 0.0214 0.0160 -0.08
```
Positions in Å, forces in eV/Å.

Calculated values
Charge: +3
Highest occupied orbital energy: -0.575 hartree
ΔE to the lowest compared entry with this formula, charge and spin: 188.8 kJ/mol
LUMO energy: -11.1163 eV
Kohn-Sham gap: 4.52 eV

=====

# 3
Formula: C5H8O2
Source: the Open Molecules 2025 dataset
Level of theory: ωB97M-V with the def2-TZVPD basis set

XYZ file:
```
15
Properties=species:S:1:pos:R:3:forces:R:3:mulliken_charge:R:1
C -2.24517 0.32106 1.67058 0.0039 -0.0843 0.0052 -0.72
C -1.13153 -0.54387 1.15494 -0.1029 0.5314 -0.1573 -0.35
O -0.53219 0.12473 0.19383 -0.1620 -0.2663 0.3552 -0.15
C 0.68983 -0.44327 -0.27485 0.2564 -0.1591 -0.0342 0.14
C 0.86856 -0.62021 -1.78488 -0.2834 -0.2188 -0.1416 -0.42
O 2.07484 0.15838 -1.75702 0.1209 0.0490 -0.1484 -0.40
C 1.80948 0.58428 -0.41351 0.0803 0.1810 0.3291 -0.42
H -2.03986 0.44492 2.74256 -0.0652 -0.0133 -0.1222 0.29
H -2.34190 1.30550 1.19552 0.0254 -0.1650 -0.0105 0.23
H -3.19203 -0.22828 1.61945 0.1385 0.0093 0.0014 0.29
H 0.90420 -1.32568 0.32864 -0.0063 0.1291 -0.0853 0.48
H 1.05033 -1.64170 -2.13665 -0.0664 0.1704 0.0512 0.25
H 0.08119 -0.14990 -2.38676 0.0790 -0.0250 0.0985 0.25
H 1.42378 1.61204 -0.37378 0.0850 -0.1318 -0.0174 0.26
H 2.67830 0.48429 0.24495 -0.1030 -0.0067 -0.1237 0.26
```
Positions in Å, forces in eV/Å.

Calculated values
Highest occupied orbital energy: -0.318 hartree
ΔE to the lowest compared entry with this formula, charge and spin: 400.6 kJ/mol
LUMO energy: 1.0740 eV
Kohn-Sham gap: 9.72 eV

=====

| no. | F_max (eV/A) |
| --- | --- |
| 1 | 0.5 |
| 2 | 4.9 |
| 3 | 0.6 |